ORCA calculation (wB97M-V/def2-TZVPD) on a gas-phase ion, C4H11N2Se (charge +1) in a non-equilibrium geometry.

Output
Gap between HOMO and LUMO (spin up / spin down)   6.12 / 7.58 eV
Highest occupied orbital energy (spin up / spin down)   -10.88 / -11.65 eV
E_tot   -72641.2966 eV
Energy relative to the best compared isomer or geometry (same formula, charge and spin)   386.3 kJ/mol

The geometry in ORCA input format:
```
! wB97M-V def2-TZVPD RIJCOSX def2/J DEFGRID3
* xyz 1 1
N 1.176 -0.429 -1.405
C 0.902 0.218 -0.159
H -0.390 1.845 0.435
H 0.324 2.085 -0.992
H 1.527 -1.372 -1.327
C -2.194 -0.747 -0.252
H 0.333 -0.765 3.069
C -0.147 1.347 -0.497
H 0.530 -1.613 0.869
H -2.951 -0.318 0.504
N 0.435 -0.070 2.322
Se -1.647 0.546 -1.411
H 1.817 0.788 0.027
C 0.513 -0.617 1.076
H -1.821 -1.671 -0.447
H 1.590 0.285 -1.997
H -0.635 -0.388 -2.136
H 0.637 0.875 2.322
*
```

Per-atom Löwdin charges, elementary charge units: atom 1 (N): -0.006, atom 2 (C): -0.432, atom 3 (H): 0.084, atom 4 (H): 0.034, atom 5 (H): 0.111, atom 6 (C): -0.383, atom 7 (H): 0.153, atom 8 (C): -0.362, atom 9 (H): 0.091, atom 10 (H): 0.040, atom 11 (N): 0.181, atom 12 (Se): 1.147, atom 13 (H): 0.153, atom 14 (C): -0.002, atom 15 (H): -0.063, atom 16 (H): 0.118, atom 17 (H): 0.042, atom 18 (H): 0.094

ORCA calculation (wB97M-V/def2-TZVPD) on C4H11N3 in the gas phase in a non-equilibrium geometry.

Output
SMILES   N/C=C(\N)CCN
Gap between HOMO and LUMO   8.86 eV
Highest occupied orbital energy   -7.76 eV
E_tot   -8795.4138 eV
Energy relative to the best compared isomer or geometry (same formula, charge and spin)   212.8 kJ/mol

The geometry in ORCA input format:
```
! wB97M-V def2-TZVPD RIJCOSX def2/J DEFGRID3
* xyz 0 1
N -1.938 -0.253 -0.922
C 0.618 1.673 0.317
H -0.197 -2.326 -1.675
C -0.040 -1.358 0.144
H 2.228 1.017 1.412
H -1.487 1.529 0.886
N 1.928 1.011 0.437
H 0.825 -1.209 0.776
H -0.254 0.535 1.812
H 2.707 1.443 -0.023
H -2.583 -1.030 -0.967
H 0.255 -3.395 -0.469
C -0.588 0.922 0.840
H 0.464 1.763 -0.773
C -0.932 -0.363 0.049
H -1.713 -0.158 -1.904
H 0.721 2.666 0.761
N -0.013 -2.467 -0.701
*
```

Per-atom Löwdin charges, elementary charge units: atom 1 (N): 0.047, atom 2 (C): -0.294, atom 3 (H): 0.069, atom 4 (C): -0.174, atom 5 (H): 0.068, atom 6 (H): 0.106, atom 7 (N): -0.019, atom 8 (H): 0.094, atom 9 (H): 0.103, atom 10 (H): 0.054, atom 11 (H): 0.072, atom 12 (H): 0.065, atom 13 (C): -0.167, atom 14 (H): 0.114, atom 15 (C): -0.351, atom 16 (H): 0.071, atom 17 (H): 0.099, atom 18 (N): 0.042

ORCA calculation (wB97M-V/def2-TZVPD) on C4H11N3 in the gas phase in a non-equilibrium geometry.

Output
SMILES   N/C=C(\N)CCN
Gap between HOMO and LUMO   8.95 eV
Highest occupied orbital energy   -8.01 eV
E_tot   -8795.8180 eV
Energy relative to the best compared isomer or geometry (same formula, charge and spin)   173.8 kJ/mol

The geometry in ORCA input format:
```
! wB97M-V def2-TZVPD RIJCOSX def2/J DEFGRID3
* xyz 0 1
H -0.850 2.172 -0.505
H -0.255 0.387 -1.947
N -1.654 2.120 0.127
H -0.480 1.137 1.783
H 2.877 -0.950 -0.709
C 0.284 -0.511 -0.252
H -2.203 1.022 1.752
N 2.237 -1.726 -0.871
C -1.320 1.020 1.098
H -1.889 -0.641 -0.176
H -1.013 -1.094 1.266
H 0.936 -2.191 0.840
H 2.836 -2.511 -0.637
N 0.490 0.455 -1.271
C 1.078 -1.562 -0.025
C -1.036 -0.351 0.451
H -1.438 2.903 0.750
H 1.400 0.320 -1.673
*
```

Per-atom Löwdin charges, elementary charge units: atom 1 (H): 0.030, atom 2 (H): 0.097, atom 3 (N): -0.014, atom 4 (H): 0.101, atom 5 (H): 0.070, atom 6 (C): -0.372, atom 7 (H): 0.102, atom 8 (N): 0.000, atom 9 (C): -0.283, atom 10 (H): 0.116, atom 11 (H): 0.108, atom 12 (H): 0.100, atom 13 (H): 0.067, atom 14 (N): 0.089, atom 15 (C): -0.155, atom 16 (C): -0.174, atom 17 (H): 0.058, atom 18 (H): 0.061

ORCA calculation (wB97M-V/def2-TZVPD) on a gas-phase ion, C4H11N3 (charge +1) in a non-equilibrium geometry.

Output
Gap between HOMO and LUMO (spin up / spin down)   10.45 / 5.64 eV
Highest occupied orbital energy (spin up / spin down)   -13.37 / -13.33 eV
E_tot   -8787.7605 eV
Energy relative to the best compared isomer or geometry (same formula, charge and spin)   159.3 kJ/mol

The geometry in ORCA input format:
```
! wB97M-V def2-TZVPD RIJCOSX def2/J DEFGRID3
* xyz 1 2
H -1.465 -0.401 -1.906
H -3.261 0.134 -0.061
H 2.815 -0.698 0.799
H 0.563 -2.253 1.752
N 2.362 -1.202 1.545
C -1.596 0.505 -1.311
H -0.425 2.181 -0.687
C 1.038 -1.425 1.273
N -2.267 0.019 -0.118
H 0.711 1.211 0.865
H 0.280 1.173 -1.996
C 0.722 0.553 0.013
C -0.235 1.181 -1.057
H 2.864 -2.066 1.729
H 1.697 0.482 -0.457
N 0.232 -0.693 0.589
H -1.774 0.067 0.767
H -2.263 1.231 -1.738
*
```

Per-atom Löwdin charges, elementary charge units: atom 1 (H): 0.156, atom 2 (H): 0.146, atom 3 (H): 0.085, atom 4 (H): 0.120, atom 5 (N): 0.126, atom 6 (C): -0.154, atom 7 (H): 0.114, atom 8 (C): -0.255, atom 9 (N): 0.302, atom 10 (H): 0.119, atom 11 (H): 0.111, atom 12 (C): -0.206, atom 13 (C): -0.127, atom 14 (H): 0.111, atom 15 (H): 0.110, atom 16 (N): -0.011, atom 17 (H): 0.119, atom 18 (H): 0.136

ORCA calculation (wB97M-V/def2-TZVPD) on 2 unconnected molecules or ions with the total composition C4H11N3O in a non-equilibrium geometry.

Output
Gap between HOMO and LUMO   6.76 eV
Highest occupied orbital energy   -6.01 eV
E_tot   -10840.5199 eV
Energy relative to the best compared isomer or geometry (same formula, charge and spin)   452.6 kJ/mol

The geometry in ORCA input format:
```
! wB97M-V def2-TZVPD RIJCOSX def2/J DEFGRID3
* xyz 0 1
H -2.257 0.040 -1.336
H -1.552 -1.378 1.379
N -1.806 0.675 -0.694
C -1.124 -1.804 0.460
H 0.404 3.428 -0.121
C 0.453 1.359 -0.135
H -1.989 1.645 -0.900
H 2.462 -0.265 -0.445
H 1.822 -1.935 -0.211
H 1.157 1.256 0.672
N -0.156 -0.937 -0.197
O 2.104 -0.753 1.484
H -1.955 -2.051 -0.210
H 1.534 -1.343 1.992
N 0.417 2.628 -0.740
H -0.641 -2.756 0.699
C 1.839 -0.916 0.153
H -0.220 2.747 -1.512
C -0.492 0.361 -0.339
*
```

Per-atom Löwdin charges, elementary charge units: atom 1 (H): 0.082, atom 2 (H): 0.079, atom 3 (N): 0.105, atom 4 (C): -0.132, atom 5 (H): 0.064, atom 6 (C): -0.209, atom 7 (H): 0.074, atom 8 (H): 0.100, atom 9 (H): 0.086, atom 10 (H): 0.079, atom 11 (N): -0.071, atom 12 (O): -0.031, atom 13 (H): 0.071, atom 14 (H): 0.104, atom 15 (N): 0.001, atom 16 (H): 0.070, atom 17 (C): -0.056, atom 18 (H): 0.058, atom 19 (C): -0.476

ORCA calculation (wB97M-V/def2-TZVPD) on C4H11N3O in the gas phase in a non-equilibrium geometry.

Output
SMILES   [H]/N=C(\N)NC[C@H](C)O
Gap between HOMO and LUMO   9.61 eV
Highest occupied orbital energy   -8.71 eV
E_tot   -10842.5555 eV
Energy relative to the best compared isomer or geometry (same formula, charge and spin)   256.2 kJ/mol

The geometry in ORCA input format:
```
! wB97M-V def2-TZVPD RIJCOSX def2/J DEFGRID3
* xyz 0 1
O 1.592 0.310 -1.586
H 3.603 -0.520 -0.039
H 0.235 1.034 0.633
N -2.259 1.583 0.416
H 2.638 -0.907 1.396
C 2.702 -0.264 0.518
C 1.474 -0.429 -0.368
N -0.989 -0.264 -0.460
C -2.243 0.380 0.004
H 1.390 -1.470 -0.690
H 2.792 0.770 0.862
H 1.761 1.235 -1.367
H -4.019 -0.630 0.130
H -3.181 1.861 0.740
N -3.024 -0.722 -0.021
H -1.959 -1.294 -0.392
H 0.087 -0.600 1.291
H -0.794 -0.045 -1.435
C 0.197 -0.028 0.367
*
```

Per-atom Löwdin charges, elementary charge units: atom 1 (O): -0.043, atom 2 (H): 0.082, atom 3 (H): 0.118, atom 4 (N): 0.101, atom 5 (H): 0.082, atom 6 (C): -0.049, atom 7 (C): -0.433, atom 8 (N): -0.037, atom 9 (C): -0.592, atom 10 (H): 0.145, atom 11 (H): 0.084, atom 12 (H): 0.098, atom 13 (H): 0.068, atom 14 (H): 0.036, atom 15 (N): 0.050, atom 16 (H): 0.183, atom 17 (H): 0.133, atom 18 (H): 0.136, atom 19 (C): -0.161